This record from the Open Molecules 2025 dataset describes a cluster of 11 separate species, C60H143N9O11 in total in a non-equilibrium geometry. The level of theory is the ωB97M-V functional and the def2-TZVPD basis.

As for the SMILES: CC1(C)CCCC(C)(C)N1O.CC1(C)CCCC(C)(C)N1O.CC1(C)CCCC(C)(C)N1O.CC1(C)CCCC(C)(C)N1O.COC[C@H](C)N.COC[C@H](C)N.COC[C@H](C)N.COC[C@H](C)N.COC[C@H](C)N.CCO.CCO. The total charge is 0. The max |F| is 4.37 eV/A. As for the electronic energy: -3691.84513 Ha. The HOMO energy comes out at -7.992 eV. As for the LUMO energy: 0.376 eV.

Positions of all 223 atoms, in Å:
C1 -2.219 2.071 -6.003
C2 -3.386 1.861 -5.039
C3 -3.065 1.608 -3.548
O1 -4.180 1.486 -2.710
C4 -3.885 1.315 -1.318
N1 -4.175 3.024 -5.203
H1 -1.593 2.864 -5.594
H2 -2.624 2.478 -6.929
H3 -1.600 1.191 -6.175
H4 -3.906 1.054 -5.554
H5 -2.453 2.462 -3.258
H6 -2.342 0.797 -3.465
H7 -3.072 0.634 -1.065
H8 -4.775 0.997 -0.775
H9 -3.722 2.304 -0.891
H10 -3.665 3.807 -4.819
H11 -5.032 2.981 -4.670
C5 0.050 -5.205 1.036
C6 0.883 -3.991 1.281
C7 1.737 -4.020 2.542
O2 2.618 -5.104 2.374
C8 3.115 -5.645 3.620
N2 1.746 -3.824 0.102
H12 -0.755 -4.842 0.397
H13 -0.554 -5.434 1.914
H14 0.490 -6.135 0.676
H15 0.262 -3.100 1.378
H16 1.007 -3.996 3.351
H17 2.255 -3.064 2.614
H18 3.792 -6.486 3.467
H19 2.268 -5.996 4.209
H20 3.777 -4.944 4.129
H21 2.598 -4.362 0.169
H22 1.978 -2.841 0.115
C9 -0.036 0.768 -1.100
C10 -0.072 -0.159 0.157
C11 1.334 -0.264 0.858
O3 2.354 -0.858 0.032
C12 3.642 -0.845 0.664
N3 -1.072 0.232 1.177
H23 -1.001 0.906 -1.588
H24 0.629 0.326 -1.843
H25 0.370 1.747 -0.845
H26 -0.335 -1.172 -0.149
H27 1.181 -0.773 1.809
H28 1.634 0.743 1.147
H29 3.899 0.027 1.265
H30 4.350 -0.866 -0.164
H31 3.973 -1.683 1.277
H32 -1.916 0.433 0.660
H33 -1.258 -0.595 1.727
C13 -5.954 4.418 2.586
C14 -5.552 3.146 1.927
C15 -4.059 2.813 2.034
O4 -3.334 3.888 1.377
C16 -1.943 3.694 1.459
N4 -6.357 2.200 2.617
H34 -7.015 4.624 2.439
H35 -5.415 5.272 2.177
H36 -5.734 4.379 3.653
H37 -5.683 3.121 0.845
H38 -3.839 1.870 1.534
H39 -3.779 2.751 3.085
H40 -1.466 3.201 0.611
H41 -1.607 3.111 2.316
H42 -1.475 4.670 1.584
H43 -6.103 2.059 3.584
H44 -7.263 2.582 2.849
C17 -2.218 -3.911 -7.561
C18 -1.781 -4.177 -6.163
C19 -1.456 -2.844 -5.358
O5 -0.964 -2.974 -4.015
C20 -0.213 -1.821 -3.614
N5 -2.879 -4.912 -5.618
H45 -2.664 -4.810 -7.987
H46 -1.293 -3.825 -8.131
H47 -2.842 -3.040 -7.764
H48 -0.908 -4.830 -6.158
H49 -2.387 -2.285 -5.264
H50 -0.837 -2.223 -6.006
H51 0.352 -2.060 -2.713
H52 -0.914 -1.000 -3.464
H53 0.452 -1.430 -4.385
H54 -3.673 -4.308 -5.462
H55 -2.623 -5.153 -4.671
C21 -3.104 -4.138 2.706
C22 -4.076 -3.281 3.549
C23 -4.228 -3.860 5.056
C24 -3.228 -3.417 6.082
C25 -3.045 -1.922 6.006
C26 -2.548 -1.446 4.593
N6 -3.617 -1.878 3.643
O6 -3.547 -1.360 2.371
C27 -2.758 0.098 4.709
C28 -1.056 -1.904 4.266
C29 -5.530 -3.383 3.012
H56 -2.591 -3.502 1.985
H57 -3.414 -5.135 2.391
H58 -2.302 -4.453 3.374
H59 -5.223 -3.747 5.487
H60 -3.999 -4.925 5.092
H61 -2.276 -3.933 5.957
H62 -3.567 -3.771 7.055
H63 -2.226 -1.738 6.700
H64 -3.937 -1.421 6.382
H65 -2.154 0.547 5.497
H66 -2.403 0.600 3.809
H67 -3.745 0.492 4.954
H68 -0.358 -1.113 4.542
H69 -0.659 -2.645 4.958
H70 -0.832 -2.336 3.291
H71 -5.955 -4.364 3.224
H72 -5.665 -3.097 1.968
H73 -6.081 -2.624 3.566
H74 -4.440 -1.052 2.202
C30 4.889 5.493 4.650
C31 3.532 5.141 5.320
C32 2.429 6.226 5.193
C33 1.712 6.281 3.882
C34 1.120 4.858 3.569
C35 2.160 3.739 3.522
N7 2.947 3.851 4.760
O7 3.705 2.772 5.131
C36 1.371 2.428 3.569
C37 2.976 3.869 2.188
C38 3.839 5.032 6.832
H75 4.865 5.856 3.623
H76 5.579 4.651 4.616
H77 5.324 6.321 5.211
H78 1.740 6.140 6.034
H79 2.936 7.191 5.180
H80 2.272 6.678 3.036
H81 0.882 6.988 3.883
H82 0.737 4.985 2.556
H83 0.293 4.637 4.244
H84 0.825 2.312 2.633
H85 1.951 1.511 3.680
H86 0.642 2.434 4.380
H87 3.800 3.156 2.196
H88 2.387 3.563 1.324
H89 3.335 4.898 2.146
H90 4.742 4.507 7.144
H91 3.026 4.553 7.377
H92 4.075 6.014 7.242
H93 4.418 2.844 4.492
C39 -3.666 -6.703 -2.133
C40 -4.320 -5.371 -1.668
C41 -3.240 -4.337 -1.207
C42 -3.809 -2.981 -1.020
C43 -4.466 -2.422 -2.291
C44 -5.429 -3.435 -2.951
N8 -4.979 -4.795 -2.932
O8 -5.949 -5.637 -3.467
C45 -6.761 -3.099 -2.186
C46 -5.502 -2.937 -4.426
C47 -5.242 -5.763 -0.555
H94 -3.053 -7.178 -1.368
H95 -3.053 -6.569 -3.024
H96 -4.449 -7.427 -2.358
H97 -2.812 -4.687 -0.267
H98 -2.398 -4.341 -1.899
H99 -3.036 -2.234 -0.843
H100 -4.487 -3.112 -0.177
H101 -3.650 -2.159 -2.964
H102 -4.916 -1.491 -1.948
H103 -7.522 -3.721 -2.658
H104 -6.730 -3.352 -1.127
H105 -7.192 -2.099 -2.244
H106 -6.037 -3.625 -5.081
H107 -6.121 -2.040 -4.465
H108 -4.574 -2.739 -4.963
H109 -5.993 -5.050 -0.217
H110 -4.644 -5.851 0.352
H111 -5.834 -6.646 -0.796
H112 -5.429 -6.330 -3.879
C48 5.496 2.443 -2.600
C49 6.203 2.877 -1.338
C50 6.759 1.535 -0.649
C51 7.835 0.891 -1.366
C52 8.992 1.893 -1.541
C53 8.645 3.337 -2.052
N9 7.320 3.780 -1.480
O9 6.954 5.003 -1.962
C54 9.786 4.215 -1.611
C55 8.685 3.224 -3.568
C56 5.217 3.431 -0.289
H113 5.152 3.379 -3.040
H114 4.583 1.860 -2.472
H115 6.033 1.873 -3.358
H116 7.133 1.712 0.360
H117 5.956 0.822 -0.465
H118 7.568 0.597 -2.381
H119 8.210 -0.010 -0.880
H120 9.800 1.494 -2.155
H121 9.393 1.900 -0.528
H122 10.109 4.147 -0.572
H123 10.706 4.064 -2.176
H124 9.538 5.257 -1.812
H125 7.926 2.554 -3.970
H126 8.532 4.212 -4.002
H127 9.669 2.883 -3.891
H128 4.421 2.708 -0.109
H129 4.782 4.365 -0.644
H130 5.624 3.779 0.661
H131 7.114 5.643 -1.265
C57 2.013 4.588 -2.347
C58 0.663 4.299 -3.064
O10 -0.348 4.137 -2.197
H132 1.878 5.409 -1.643
H133 2.869 4.828 -2.977
H134 2.268 3.721 -1.737
H135 0.799 3.531 -3.826
H136 0.422 5.213 -3.608
H137 -0.984 4.823 -2.414
C59 5.204 -1.198 -3.848
C60 4.065 -2.046 -3.220
O11 3.584 -2.995 -4.146
H138 4.845 -0.599 -4.685
H139 6.050 -1.776 -4.220
H140 5.594 -0.524 -3.086
H141 3.216 -1.481 -2.835
H142 4.413 -2.565 -2.327
H143 2.834 -3.430 -3.734